(1)
Density functional theory data (the ωB97M-V functional and the def2-TZVPD basis) for 2 unconnected molecules or ions with the total composition C4H11N3 at a distorted geometry.

Computed properties:
SMILES: C=C=CN.CNN
lowest unoccupied orbital energy: 0.95 eV
F_max: 2.82 eV/A
ΔE to the lowest compared entry with this formula, charge and spin: 4.6561 eV
total charge: 0

Last column: natural (NBO) charge in e.
CARTESIAN COORDINATES (ANGSTROEM)
H: 1.302 -0.155 -1.312  0.328
H: 2.198 1.057 2.458  0.203
H: -1.651 0.635 1.039  0.197
H: -0.743 -1.590 0.256  0.378
C: 1.228 0.665 2.732  -0.489
H: -1.505 -0.577 -2.152  0.206
H: 0.771 1.894 -2.120  0.331
H: -0.660 -2.018 1.851  0.367
H: -0.163 -0.483 -3.311  0.181
C: 0.265 0.466 1.862  0.023
H: 0.156 2.000 -0.637  0.355
H: 1.077 0.562 3.799  0.210
C: -0.446 -0.774 -2.296  -0.432
H: -0.244 -1.828 -2.126  0.190
N: 0.313 0.081 -1.209  -0.469
C: -0.904 -0.019 1.470  -0.053
N: -1.083 -1.378 1.191  -0.839
N: 0.088 1.463 -1.496  -0.685

(2)
Density functional theory data (the ωB97M-V functional and the def2-TZVPD basis) for a molecular structure, C23H35Br2Cl4Cs2FIN8NaO14PS2 at a distorted geometry.

Computed properties:
lowest unoccupied orbital energy: -5.27 eV
F_max: 9.10 eV/A
total charge: +1

Last column: Löwdin charge in e.
CARTESIAN COORDINATES (ANGSTROEM)
N: 2.079 -1.589 5.054  -0.416
C: -8.676 6.443 -4.902  -0.168
H: -8.396 4.936 -3.715  0.000
O: -6.882 -4.321 2.951  0.187
H: 2.983 -1.349 -3.160  0.131
C: 1.216 -2.786 -3.068  -0.243
O: 1.876 -2.559 5.794  0.049
H: -8.004 6.058 -5.673  0.067
C: 2.921 -1.816 3.848  0.028
O: 0.557 7.516 3.157  0.057
H: 3.789 -1.158 3.924  0.101
Cs: -0.535 -4.576 -5.053  1.356
H: 1.775 -0.873 -1.788  0.135
H: 7.039 -1.919 9.022  0.104
C: -0.189 2.193 -4.020  -0.463
H: 1.685 6.953 0.414  0.109
C: 1.215 -0.181 -4.002  -0.177
H: 1.460 -3.135 -4.173  0.038
H: 0.906 -0.699 -5.013  0.114
C: -2.177 -2.890 -0.100  -0.483
H: 5.500 -4.374 5.838  0.116
H: 0.230 -1.268 1.840  0.114
C: -4.603 4.069 -4.014  -1.985
Br: -3.647 -2.229 3.857  0.224
C: 1.821 -1.270 -2.902  -0.172
Cl: -4.324 2.803 -5.237  0.522
I: -1.940 -0.068 0.309  0.921
H: 3.232 -2.863 3.827  0.079
H: 0.076 2.125 -5.181  0.121
O: 0.028 3.671 -0.194  -0.103
H: 2.315 -1.575 2.973  0.073
H: -0.108 6.788 0.303  0.102
C: -7.419 -4.120 1.856  -1.007
S: -3.449 -4.988 -1.439  0.797
Na: -3.505 0.594 -1.491  0.218
O: 0.520 9.000 1.530  0.054
O: 1.803 -3.409 0.467  -0.142
O: -6.561 -3.797 1.026  0.104
C: 6.239 -3.264 7.539  -0.077
H: 0.564 3.088 2.095  0.154
P: -3.696 -3.682 2.055  0.621
H: -4.308 -2.628 0.003  0.061
H: -0.880 -3.084 -3.919  -0.180
O: -9.166 5.367 -4.123  -0.141
N: 0.600 7.846 1.966  -0.425
H: -0.828 -1.899 -2.437  0.101
Cl: -4.626 5.665 -4.806  0.560
H: 0.818 5.802 1.486  0.069
N: 4.155 3.031 -3.592  -0.939
C: 6.829 -2.073 7.965  -0.091
H: 1.785 -3.497 -2.313  0.125
N: 2.154 2.534 -0.938  0.015
H: 5.993 -4.039 8.260  0.108
H: 7.140 -0.518 4.951  0.115
S: 0.760 3.568 -3.170  0.883
F: 6.039 -2.654 3.970  0.049
H: 2.078 0.592 -4.267  0.113
C: -0.003 0.707 -3.337  -0.260
C: 6.889 -1.277 5.685  -0.021
Cs: 6.110 2.906 -5.111  1.392
H: -9.519 6.950 -5.376  0.084
N: -2.081 -3.920 -1.044  -0.425
Cl: -6.166 3.783 -3.209  0.567
N: 2.090 2.401 0.465  -0.002
H: 7.608 -0.149 7.375  0.107
N: -1.015 -1.954 0.199  -0.462
C: -0.799 -4.195 -1.841  -0.216
C: -0.349 -2.262 1.522  -0.270
C: 0.836 -3.425 1.422  -0.558
C: 0.799 3.092 0.942  -0.049
Cl: -3.295 4.025 -2.805  0.538
O: -8.614 -4.225 1.627  0.172
O: 3.338 2.830 -4.505  -0.194
H: -1.080 -2.500 2.405  0.071
C: -0.403 -2.916 -2.844  -0.347
O: 4.331 4.181 -3.158  -0.077
O: 1.645 -0.444 5.223  0.048
C: 0.898 3.294 -1.321  -0.464
Br: 0.991 -4.964 2.748  0.661
C: 6.296 -2.465 5.271  -0.304
O: 4.797 2.081 -3.112  -0.276
H: -0.999 -5.111 -2.580  0.026
H: -8.144 7.147 -4.258  0.077
H: -1.011 0.119 -3.545  0.088
H: 0.161 0.738 -2.163  0.082
O: -2.366 -4.786 2.288  -0.442
H: 0.105 -4.531 -1.166  0.135
C: 0.762 6.759 0.963  0.032
C: 5.966 -3.459 6.185  -0.019
H: -2.769 -5.662 2.625  0.091
H: -3.596 -4.993 -2.860  -0.120
N: -3.476 -2.624 0.636  -0.282
H: -1.349 2.432 -3.978  0.016
C: 7.152 -1.077 7.040  -0.078

(3)
Density functional theory data (the ωB97M-V functional and the def2-TZVPD basis) for a molecular structure, C13H25FeN3O4.

Computed properties:
lowest unoccupied orbital energy: -4.75 eV
F_max: 0.35 eV/A
ΔE to the lowest compared entry with this formula, charge and spin: 0.0130 eV
total charge: +2

Last column: natural (NBO) charge in e.
CARTESIAN COORDINATES (ANGSTROEM)
H: -2.176 0.489 2.511  0.220
H: -3.782 3.512 0.635  0.217
C: 0.885 -2.361 -0.338  -0.086
C: 1.468 1.844 1.212  -0.091
C: 0.119 1.696 1.891  -0.083
H: 1.589 -3.054 0.126  0.229
O: 1.322 1.547 -0.201  -0.514
H: -0.568 2.501 1.619  0.204
H: 2.305 0.991 -1.857  0.216
H: 3.021 -1.137 -1.170  0.218
C: -2.230 -0.979 0.933  -0.094
Fe: -0.198 0.235 -0.516  0.988
H: 1.852 2.858 1.315  0.231
O: -1.325 -1.413 -0.100  -0.516
O: -0.388 0.441 1.416  -0.539
H: -0.352 -1.241 -5.322  0.288
N: -1.655 1.510 -0.877  -0.528
H: -2.924 -0.319 0.421  0.222
H: 3.201 -0.693 0.533  0.213
O: 1.256 -1.008 -0.040  -0.537
H: 2.176 1.142 1.655  0.199
H: 3.377 1.471 -0.537  0.226
H: 1.363 -0.790 -5.209  0.284
H: -1.095 -0.882 2.820  0.209
H: -0.956 -3.452 -0.067  0.231
H: -3.685 4.384 -3.024  0.225
H: -5.235 3.600 -0.380  0.227
H: -4.919 3.105 -2.919  0.226
C: -4.168 3.814 -0.335  -0.395
C: 0.185 -0.242 -3.570  0.489
H: 0.872 -2.518 -1.418  0.201
C: -0.485 -2.533 0.280  -0.094
H: 0.249 1.670 2.973  0.229
N: 0.045 -0.063 -2.448  -0.427
N: -3.476 3.073 -1.396  -0.441
C: 2.472 0.916 -0.787  -0.094
C: -3.862 3.336 -2.788  -0.396
C: 0.344 -0.469 -4.998  -0.737
H: -0.391 -2.565 1.366  0.201
H: -2.780 -1.832 1.333  0.225
C: -1.494 -0.225 2.046  -0.096
H: -4.005 4.883 -0.468  0.226
C: 2.587 -0.553 -0.356  -0.100
H: -3.273 2.712 -3.454  0.221
C: -2.515 2.247 -1.118  0.617
H: 0.138 0.454 -5.537  0.287

(4)
Density functional theory data (the ωB97M-V functional and the def2-TZVPD basis) for 2 unconnected molecules or ions with the total composition C19H39BBrCl3N3O9P2 at a distorted geometry.

Computed properties:
lowest unoccupied orbital energy: -2.26 eV
F_max: 3.21 eV/A
total charge: +1

Last column: Löwdin charge in e.
CARTESIAN COORDINATES (ANGSTROEM)
H: -0.894 -1.582 -4.316  0.122
H: -3.626 -0.981 -4.241  0.073
H: 2.789 -1.410 -2.146  0.126
N: -2.908 -0.303 -4.457  0.029
H: -2.482 0.584 -0.950  0.093
N: -4.494 -0.915 -1.175  0.149
C: -2.151 0.438 4.972  -0.069
H: -1.622 2.671 8.147  0.013
C: 2.899 3.243 -1.986  -0.264
H: 3.717 -3.275 1.831  0.106
C: 3.511 -3.337 0.769  0.044
H: -0.387 -0.008 -4.625  0.107
H: 1.414 0.214 0.921  0.094
H: -2.899 0.545 0.706  0.141
H: 1.463 -0.407 -3.479  0.094
H: -1.509 -2.012 -1.750  0.096
H: 2.467 -3.588 0.621  0.080
C: -0.565 2.790 7.954  -1.548
H: 2.167 3.843 -1.468  0.021
Cl: -0.361 3.134 6.231  0.543
H: -2.674 -3.089 0.175  0.073
C: 3.956 0.685 -2.666  -0.249
O: 1.435 1.737 -3.853  -0.080
O: 0.220 2.107 -3.215  -0.103
C: 2.122 -1.479 -1.294  -0.175
H: 0.454 -1.814 0.174  0.139
P: 1.493 2.606 1.160  0.601
H: -2.947 -1.023 3.610  0.125
P: 2.958 1.512 -1.373  0.982
H: -2.420 -0.689 -2.486  0.056
H: 0.260 2.734 -1.280  0.113
O: -0.485 0.915 0.594  -0.119
H: 0.899 -1.964 -3.128  0.130
N: 0.903 -0.628 -1.510  -0.027
H: 0.553 2.131 3.068  0.030
C: 3.857 -2.008 0.161  -0.420
H: -3.701 -2.359 1.385  0.089
O: -1.084 -2.402 2.012  0.187
H: -1.979 0.920 -3.096  0.100
Cl: 0.245 1.283 8.384  0.529
C: -2.411 -0.079 3.574  -0.196
C: -2.498 -0.077 -0.092  -0.039
C: -1.975 -0.139 -3.306  -0.265
H: -0.837 1.481 -1.634  0.105
C: -0.148 -1.290 -0.557  -0.203
C: 0.896 0.978 0.340  -0.493
O: -1.139 -0.214 2.905  0.081
H: -2.993 0.992 5.367  0.087
H: -4.430 0.027 -1.566  0.061
H: 1.803 -2.520 -1.265  0.151
H: 3.451 0.043 -3.381  0.030
C: 0.649 -0.920 -2.991  -0.070
O: -0.779 -2.326 -1.200  0.080
O: 0.340 2.670 2.296  -0.350
H: -1.844 -0.362 5.635  0.085
H: 2.792 3.315 -3.061  0.036
H: -1.310 1.113 4.921  0.006
C: 0.180 1.799 -1.830  -0.159
H: -4.415 -3.050 -0.055  0.089
H: 4.721 0.092 -2.177  0.034
O: 2.784 -1.133 -0.116  -0.064
H: 3.880 3.619 -1.714  0.051
H: -0.333 -2.709 2.523  0.127
H: 4.474 1.442 -3.244  0.055
H: -2.979 0.684 3.048  0.122
H: -3.396 0.562 -4.636  0.072
O: 5.001 -1.635 -0.060  0.148
C: 1.175 0.843 -1.178  -0.395
B: -1.113 -1.037 1.822  -0.579
C: -3.566 -2.494 0.314  -0.019
H: 4.156 -4.080 0.325  0.102
C: -3.536 -1.161 -0.362  -0.393
C: -1.049 -0.385 0.326  -0.213
Br: 3.274 1.906 2.300  0.332
C: -0.634 -0.664 -3.799  -0.126
Cl: 0.027 4.126 8.932  0.548
H: 1.191 1.764 -4.785  0.130

(5)
Density functional theory data (the ωB97M-V functional and the def2-TZVPD basis) for 2 unconnected molecules or ions with the total composition C2H9NO.

Computed properties:
SMILES: COC.N
lowest unoccupied orbital energy: 0.98 eV
F_max: 0.80 eV/A
ΔE to the lowest compared entry with this formula, charge and spin: 0.7512 eV
total charge: 0

Last column: natural (NBO) charge in e.
CARTESIAN COORDINATES (ANGSTROEM)
H: 1.302 0.115 1.905  0.192
C: 0.371 -0.155 1.421  -0.257
H: 1.243 0.138 -1.467  0.355
H: 2.034 -0.321 -2.761  0.360
N: 1.515 -0.698 -1.977  -1.072
H: -1.381 0.167 -0.469  0.160
O: -0.345 1.001 1.090  -0.538
H: 0.668 -0.708 0.521  0.172
H: 0.658 -1.139 -2.283  0.358
C: -1.565 0.679 0.478  -0.249
H: -2.097 1.616 0.283  0.191
H: -0.181 -0.810 2.101  0.163
H: -2.223 0.116 1.157  0.166

F_max of number 3 (C13H25FeN3O4)? 0.35 eV/A

What is the formula in the second record? C23H35Br2Cl4Cs2FIN8NaO14PS2